Molecular formula: C28H77AgN11O19
Method: DFT, the ωB97M-V functional and the def2-TZVPD basis

total charge = -2
LUMO level (alpha / beta) = 3.32 / 2.41 eV
DFT total energy = -3291.18524 hartree
spin multiplicity = 2
energy above the lowest of the compared OMol25 structures with the same formula, charge and spin = 0.0 kJ/mol
⟨S²⟩ = 0.753
HOMO level (alpha / beta) = -0.10362 / -0.09398 hartree
HOMO-LUMO gap (alpha / beta) = 6.14 / 4.97 eV

```
136
Properties=species:S:1:pos:R:3:forces:R:3
Ag -0.752433 0.339632 -0.611537 0.247 -0.456 0.571
O -2.567083 -1.846638 3.998373 0.744 -0.890 2.386
O -0.235113 -1.879598 -0.294807 -1.008 -0.830 -0.374
O -3.001383 -0.193958 -0.363127 3.646 1.185 -3.683
O 0.208827 -3.898258 0.388883 -0.632 -0.061 -0.155
O 0.764077 -3.822248 -4.221537 -0.309 0.961 0.682
O -1.647883 0.218502 -4.829317 2.227 1.220 -4.470
O -1.229443 -0.056578 -2.833797 2.890 -0.228 3.725
O 5.718287 3.536412 1.279423 1.369 1.292 -0.464
O 3.740377 -1.409258 -1.676437 -1.176 1.140 -0.699
O -2.517373 3.612322 -3.456817 -0.168 0.405 0.278
O -3.231223 -0.303028 -3.598417 -0.118 -0.198 1.307
O -5.000093 -6.001708 -1.371137 1.014 -0.837 -0.182
O -0.666153 0.866172 1.565803 1.831 0.613 1.273
O -5.035903 -0.617458 -0.023377 -1.006 -0.211 -1.596
O 1.566817 -2.289628 0.774393 0.780 0.134 0.382
O 0.302717 1.221902 3.542693 1.714 0.078 -0.511
O -1.803403 0.825672 3.371473 1.900 0.381 -0.249
O 2.491037 6.450532 1.872843 -0.381 -0.535 0.043
O -3.713093 -0.607458 1.624303 0.907 -0.193 -1.144
N -0.615593 5.644182 0.137393 0.128 0.567 0.268
N -3.712923 -4.800158 -3.480097 -0.218 -0.819 -0.742
N 1.528847 0.388342 -0.650207 0.719 -0.843 -1.973
N -3.505333 0.082492 5.823823 -0.806 0.399 0.373
N -1.086673 2.616722 -1.042847 0.551 0.846 -0.774
N -3.888943 -0.496078 0.378813 -3.125 -0.509 5.810
N -2.018203 -0.041308 -3.734337 -4.709 -0.612 -1.146
N 2.704367 -4.832458 -1.202777 -0.268 0.034 1.561
N -0.665973 0.957242 2.829413 -4.795 -0.261 0.485
N 2.871487 1.166652 1.778573 -0.418 0.741 -0.736
N 0.499427 -2.706758 0.307673 0.603 0.625 -0.009
C -3.402083 -3.322258 -1.674807 0.788 -0.646 1.742
C -2.646883 4.639382 -4.394617 0.995 -0.415 -0.316
C 1.110417 -3.899528 -2.835347 0.169 -0.510 -0.592
C 3.585517 2.449082 1.860883 0.274 -0.527 1.505
C -3.050113 -4.729948 -2.191857 -0.612 0.404 -0.152
C -3.534643 -5.970708 -1.359377 -0.652 1.547 0.563
C -2.971173 3.127882 0.212603 -1.092 0.073 1.233
C 3.884347 6.500562 1.707033 -0.149 -0.007 -0.686
C -4.196413 -2.291358 6.389893 0.536 0.038 -0.324
C 3.721207 0.011262 -1.696577 -0.570 -0.082 -0.730
C 2.542117 -5.987578 -3.228667 -1.150 -0.405 -0.380
C 2.381667 2.046852 -2.229337 -0.314 -0.611 0.485
C 2.296177 0.561052 -1.893677 0.458 0.326 -0.646
C 3.845347 2.720562 3.336293 1.193 0.489 0.888
C -0.560123 -3.223688 -4.403777 0.915 -0.627 -0.486
C -5.416043 -7.161488 -0.674237 -0.351 0.410 -0.489
C 1.697187 6.098162 0.736103 0.406 1.250 0.836
C -2.798223 4.119142 -2.178117 -0.486 -2.567 1.455
C -1.978833 -1.712188 5.328603 -0.745 0.195 -1.468
C 2.441987 -4.610748 -2.599307 1.135 -0.272 -0.018
C -1.752123 -2.687478 3.215083 -0.310 0.974 -0.296
C 0.287357 4.184332 1.832643 1.102 1.472 0.095
C 0.332627 5.699792 1.255383 -0.175 -3.824 0.041
C -3.071503 -1.260028 6.247083 -0.088 1.106 0.312
C 4.820937 2.526672 0.979693 -0.131 -1.700 -0.673
C 6.867657 3.523722 0.409463 -0.580 0.203 -0.022
C 4.956227 -1.899978 -1.279397 0.369 -1.467 0.920
C -2.517783 2.886042 -1.170207 -0.380 0.950 -1.789
H -4.048903 3.242562 0.328553 -0.100 0.116 -0.257
H -5.219893 -7.003498 0.386263 -0.135 -0.428 0.192
H 1.832417 -4.984788 -0.716367 -0.302 -0.306 0.317
H -1.980803 -4.799008 -2.391627 0.117 -0.136 0.462
H 1.548597 7.000062 0.142313 -0.064 0.589 -0.153
H -2.260423 5.022352 -1.889857 0.595 0.084 -0.160
H 3.359917 -6.625868 -2.894177 0.662 0.701 -0.329
H -1.153993 -1.001178 5.281563 -0.033 0.444 -0.099
H -3.486373 -5.712008 -3.850657 0.299 -0.351 -0.638
H 4.289167 0.323552 -2.572937 0.441 0.269 -0.057
H -4.529783 -2.708188 5.439513 0.038 0.450 -0.200
H -1.439483 6.112802 0.486253 -0.378 0.078 -0.707
H -2.479663 4.016732 0.608183 -0.066 0.051 0.084
H 1.900527 0.005892 -2.744177 -0.563 -0.076 0.169
H -2.982043 -3.234438 -0.672837 -0.248 -0.037 0.464
H 1.806987 -0.568468 -0.485087 -1.148 -1.109 0.879
H 4.304347 6.903772 2.628513 0.042 -0.096 -0.111
H 4.525807 2.030472 3.835143 0.641 -0.480 -0.701
H 2.912307 2.482642 -1.382817 0.408 0.496 -0.298
H -2.539893 4.163482 -5.369387 -0.058 0.282 -0.087
H 5.839067 -1.412508 -1.692987 -0.001 0.377 -0.085
H -0.638033 2.897462 -1.903077 -0.026 -0.844 -1.000
H -2.775633 0.725222 6.096823 0.962 0.054 -0.927
H -5.061043 -1.891638 6.919733 0.058 -0.047 0.165
H 2.870917 3.192392 1.507423 -0.057 0.093 -0.033
H -2.628183 -1.047598 7.219933 0.303 -0.933 0.573
H -3.239233 -5.921658 -0.311327 0.240 0.225 0.192
H 3.309787 -3.991548 -2.826507 -0.187 0.257 -1.150
H -4.478643 -3.165868 -1.606637 0.065 0.042 -0.161
H 3.217247 0.336532 2.238403 1.160 0.094 0.013
H -2.175563 -2.597718 2.214713 0.358 -0.206 -0.108
H -1.297213 -4.020738 -4.306197 -0.208 0.179 -0.057
H 2.161117 0.798802 0.021993 -0.621 0.939 1.383
H 1.163317 -2.925928 -2.348117 -0.161 0.285 -0.141
H -0.778093 3.426102 -0.523437 0.473 -0.107 1.267
H -2.906003 -2.473768 -2.146057 -0.257 -0.359 -0.799
H -3.857693 4.374422 -2.156687 -0.338 0.016 0.298
H -0.743173 -2.278788 3.270683 0.394 -0.209 -0.469
H 4.156487 0.429332 -0.788917 0.169 -0.017 0.211
H -4.674443 -4.963798 -3.217797 -0.609 0.486 -0.269
H 1.721627 -6.571588 -2.811727 -0.596 0.035 -0.058
H -2.717783 2.290572 0.862843 0.190 -0.133 0.007
H -3.755533 -3.139108 6.914333 -0.224 -0.078 0.387
H 4.330277 5.539232 1.451863 -0.056 -0.329 0.359
H 4.327077 3.686702 3.486653 -0.305 0.297 0.145
H 2.104447 1.385152 2.398253 -1.357 -0.454 -0.251
H -1.808393 5.304842 -4.189197 0.120 0.596 -0.496
H 0.341037 -4.484558 -2.331477 -0.201 -0.090 0.332
H -0.693233 3.813652 2.131173 -0.084 0.504 0.151
H 3.043157 -3.994668 -0.751757 0.025 0.304 0.010
H 5.353337 1.575972 1.008423 0.153 -0.531 0.422
H -0.549053 -2.821228 -5.416697 -0.187 -0.136 0.002
H -4.147193 0.419662 6.526993 -1.114 -0.335 0.110
H 2.373507 -5.962738 -4.305267 0.325 -0.146 -0.084
H -3.159833 -6.924818 -1.729917 0.110 -0.036 -0.510
H 4.962227 -1.924558 -0.189687 0.565 0.322 0.348
H -0.811503 -2.395228 -3.741537 0.389 -0.110 0.346
H 3.018857 2.568312 4.030443 -0.767 0.590 -0.660
H 6.660677 3.608492 -0.657337 -0.903 -0.174 -0.217
H 7.475777 4.416442 0.555543 0.035 -0.202 0.799
H 7.434557 2.596302 0.490773 0.175 -0.027 0.461
H -0.221913 6.131992 -0.654537 -0.392 0.412 -0.204
H 0.627397 3.444062 1.108443 0.096 0.244 -0.381
H -3.567973 5.218902 -4.332697 -0.349 -0.160 0.115
H 0.989077 4.121152 2.664333 -0.187 -0.126 0.302
H -4.960043 -8.075938 -1.053627 0.746 -0.066 0.110
H -2.955233 2.000912 -1.632027 -0.379 0.072 0.016
H 2.848857 2.193032 -3.203227 0.071 0.350 0.189
H 1.383597 2.482652 -2.184227 0.018 -0.083 -0.365
H -1.526803 -2.606048 5.758463 -0.151 -0.774 -0.395
H -6.464113 -7.374058 -0.885127 -0.292 0.626 0.308
H -1.743913 -3.719198 3.566623 -0.067 -0.275 0.076
H 4.521627 2.564002 -0.067737 -0.266 0.394 -0.265
H 2.205537 5.453782 0.018833 -0.044 -0.900 0.401
H 4.138327 7.135332 0.858113 0.147 0.531 -0.059
H 4.999617 -2.953178 -1.556867 0.031 -0.076 -0.259
H 0.021237 6.378422 2.049493 0.171 0.186 -0.099
```
Positions in Å, forces in eV/Å.